No. 1
{
  "formula": "C14H22I2NO4PtSi2",
  "method": "ωB97M-V/def2-TZVPD",
  "e_homo_ha": -0.2119,
  "total_charge": -1,
  "homo_lumo_gap_ev": 5.6,
  "symbols": ["H", "H", "C", "I", "H", "C", "H", "C", "H", "Pt", "O", "H", "C", "H", "H", "H", "H", "H", "C", "H", "H", "H", "O", "C", "C", "N", "H", "O", "Si", "H", "H", "Si", "I", "C", "C", "C", "C", "H", "H", "C", "H", "C", "C", "H", "H", "O"],
  "coordinates": [[-3.675, -3.583, 0.838], [-4.119, 2.709, -0.688], [1.933, 0.081, 2.801], [0.559, 2.587, -0.703], [-0.511, -1.880, 2.975], [4.321, -0.022, 1.951], [4.720, -0.062, 2.955], [6.719, -0.155, 1.047], [-4.966, 0.071, 0.489], [0.360, 0.192, 0.440], [7.086, -0.143, 2.233], [-2.163, 3.112, 2.446], [4.630, 0.005, -0.412], [-5.209, 1.560, 1.402], [0.225, -2.656, -0.103], [-2.546, 2.339, -1.397], [-4.582, 0.126, 2.213], [-0.779, -4.007, 0.412], [-1.695, -0.087, 0.226], [-4.109, -2.292, -0.286], [5.300, -0.028, -1.261], [-4.346, -2.071, 1.449], [7.345, -0.366, -0.006], [5.185, -0.053, 0.859], [2.966, 0.056, 1.723], [2.446, 0.118, 0.489], [-2.677, 1.673, 3.321], [0.675, 0.223, 2.353], [-1.926, -1.838, 0.889], [-1.780, -0.135, -0.876], [-1.064, 1.745, 2.617], [-2.805, 1.288, 0.869], [0.679, 4.581, -2.626], [-3.054, 2.602, -0.468], [-1.569, -1.927, 2.724], [-3.682, -2.498, 0.698], [-0.806, -3.019, -0.054], [-1.159, -3.142, -1.082], [2.787, 0.158, -1.538], [-2.107, 2.021, 2.456], [-1.977, -2.864, 3.115], [-4.550, 0.696, 1.282], [3.261, 0.099, -0.567], [-2.057, -1.104, 3.254], [-2.676, 3.580, -0.165], [2.157, -0.004, 3.976]],
  "mulliken_charge": [0.35, 0.32, -0.14, 0.05, 0.26, -0.57, 0.57, 0.44, 0.34, 0.93, -0.71, 0.41, -0.73, 0.37, 0.30, 0.30, 0.33, 0.31, -0.48, 0.32, 0.48, 0.34, -0.72, 0.22, 0.99, -0.26, 0.29, -0.92, 0.25, 0.55, 0.21, 0.33, -0.27, -1.20, -0.96, -1.20, -1.08, 0.28, 0.49, -0.92, 0.45, -1.27, -0.09, 0.28, 0.38, -0.64]
}

---

No. 2
{
  "formula": "C14H22MnN2OS3",
  "method": "ωB97M-V/def2-TZVPD",
  "e_homo_ha": [-0.5741, -0.5713],
  "s_squared": 0.81,
  "spin_multiplicity": 2,
  "total_charge": 2,
  "homo_lumo_gap_ev": [8.8, 9.3],
  "e_above_lowest_kj_mol": 0.0,
  "symbols": ["H", "H", "H", "O", "C", "H", "C", "H", "C", "H", "H", "H", "H", "C", "C", "S", "C", "C", "H", "H", "H", "C", "C", "H", "C", "C", "S", "C", "Mn", "N", "S", "H", "H", "H", "H", "C", "H", "H", "H", "H", "H", "N", "C"],
  "coordinates": [[-1.766, -3.454, -1.135], [2.565, 2.461, 2.613], [4.065, -0.546, -1.475], [1.927, 0.020, -0.168], [-3.077, -1.840, 0.883], [-4.281, -1.087, -0.718], [-1.174, -2.918, -1.870], [1.696, 0.966, 2.185], [-3.416, -0.762, -0.133], [0.478, 5.867, -0.003], [-1.577, -3.998, 0.934], [0.623, -4.481, 0.110], [-3.142, -2.831, 0.437], [1.264, 4.080, 0.887], [-1.044, 2.864, 0.160], [-2.125, -0.269, -1.348], [2.979, 0.690, -0.138], [0.307, 4.825, 0.218], [-1.367, -1.307, -3.289], [-1.979, 2.372, -0.077], [5.038, 0.762, -0.757], [-1.919, -1.728, -2.445], [2.120, 1.908, 1.786], [-3.671, 0.175, 0.367], [-0.752, -3.414, 1.342], [4.061, 0.491, -1.145], [0.413, -2.418, -1.084], [0.459, -3.450, 0.430], [-0.094, -0.089, 0.333], [3.161, 1.608, 0.813], [-1.431, -1.741, 1.730], [-2.912, -2.026, -2.790], [-0.917, -3.603, -2.681], [3.851, 1.109, -2.019], [-1.659, 4.736, -0.663], [1.030, 2.733, 1.134], [-3.810, -1.787, 1.692], [2.187, 4.536, 1.212], [-0.485, -3.848, 2.309], [1.356, -3.098, 0.943], [3.998, 2.174, 0.818], [-0.102, 2.119, 0.755], [-0.875, 4.201, -0.152]],
  "mulliken_charge": [0.27, 0.62, 0.34, -0.44, -0.67, 0.48, -0.61, 0.22, -0.65, 0.46, 0.43, 0.48, 0.32, -0.74, 0.13, -0.04, 0.52, -0.27, 0.43, 0.35, 0.40, -0.82, -1.61, 0.38, -0.71, -1.25, 0.02, -0.64, 0.85, 0.03, -0.02, 0.46, 0.49, 0.31, 0.43, 1.25, 0.51, 0.40, 0.46, 0.40, 0.26, -0.24, -0.98]
}

---

No. 3
{
  "formula": "C14H22N3O2S",
  "method": "ωB97M-V/def2-TZVPD",
  "e_homo_ha": -0.4496,
  "total_charge": 1,
  "homo_lumo_gap_ev": 9.1,
  "smiles": "CCn1c(C)[n+](CC)c2ccc(S(=O)(=O)N(C)C)cc21",
  "symbols": ["H", "S", "C", "C", "H", "H", "H", "N", "H", "O", "H", "C", "C", "H", "H", "C", "C", "H", "H", "C", "H", "O", "H", "H", "C", "N", "C", "H", "C", "H", "C", "C", "H", "C", "H", "H", "H", "N", "H", "H", "C", "H"],
  "coordinates": [[4.290, -0.465, -2.197], [2.848, -0.422, 0.369], [-3.257, 3.382, 0.329], [0.784, 1.438, 0.300], [-3.179, -2.890, -1.148], [-2.723, 3.401, 1.274], [-3.294, -3.074, 1.361], [3.648, 0.708, -0.559], [-4.546, 1.760, 0.856], [3.131, -0.189, 1.749], [-1.414, -2.906, -1.057], [-3.847, 2.013, 0.051], [-1.137, -0.460, -0.155], [3.934, 1.247, -2.541], [-5.292, -0.429, 0.508], [0.188, -0.871, -0.106], [-1.512, 0.889, 0.025], [-1.528, -3.076, 1.433], [-4.079, 4.090, 0.399], [-4.751, -0.704, -0.398], [1.574, 2.147, 0.486], [2.936, -1.753, -0.154], [4.856, 1.184, 1.037], [-0.762, 2.896, 0.387], [-0.531, 1.856, 0.248], [-2.895, 0.913, -0.059], [-3.326, -0.342, -0.273], [-5.212, -0.167, -1.227], [1.131, 0.102, 0.126], [-2.608, 3.708, -0.479], [-2.388, -3.336, 0.821], [4.934, 1.140, -0.047], [2.610, 0.103, -2.235], [3.628, 0.375, -1.965], [-4.877, -1.769, -0.560], [5.157, 2.131, -0.440], [-2.382, -4.410, 0.660], [-2.293, -1.184, -0.350], [0.507, -1.893, -0.226], [-4.413, 2.052, -0.886], [-2.323, -2.622, -0.525], [5.738, 0.452, -0.322]],
  "mulliken_charge": [0.33, 1.38, -1.85, -1.10, 0.45, 0.45, 0.31, 0.04, 0.38, -0.71, 0.39, -0.06, 0.45, 0.36, 0.38, -0.43, 1.23, 0.32, 0.44, -1.56, 0.48, -0.71, 0.38, 0.33, -1.03, 0.15, 0.69, 0.41, -0.38, 0.44, -0.96, -0.99, 0.28, -0.92, 0.31, 0.32, 0.39, 0.24, 0.55, 0.35, -0.87, 0.33]
}

---

No. 4
{
  "formula": "C14H22N4O3S",
  "method": "ωB97M-V/def2-TZVPD",
  "e_homo_ha": -0.3297,
  "homo_lumo_gap_ev": 9.1,
  "smiles": "COCCN(CC(=O)NC1CCCCC1)C(=O)c1csnn1",
  "e_above_lowest_kj_mol": 1553.1,
  "symbols": ["H", "C", "H", "O", "C", "H", "H", "C", "C", "C", "N", "H", "C", "H", "O", "H", "N", "H", "H", "H", "H", "S", "H", "O", "C", "C", "H", "C", "H", "C", "H", "H", "C", "H", "H", "C", "C", "N", "C", "H", "H", "H", "N", "H"],
  "coordinates": [[-2.656, -1.458, 3.181], [-0.071, 0.582, 3.768], [-1.710, 2.592, -2.085], [-0.165, 4.525, -1.007], [-0.264, 0.285, 0.550], [-1.568, -0.810, 5.801], [-2.363, 0.955, 3.628], [0.034, 3.039, -0.904], [-1.926, -0.595, 5.022], [-0.222, -0.523, 2.757], [-0.938, -0.356, 1.663], [-1.766, 1.650, 5.144], [-0.672, -1.890, 3.497], [0.732, -0.665, 2.492], [1.011, 0.305, 0.340], [1.302, 2.841, -1.182], [-0.249, -2.091, -1.785], [1.685, 4.962, -2.271], [0.021, 1.624, 3.349], [-0.170, 2.997, 0.122], [-2.284, -2.626, 4.542], [1.816, -3.304, -1.669], [2.714, -1.112, -2.520], [1.331, 0.992, -3.284], [0.612, -1.169, -2.150], [0.639, 5.152, -2.147], [-1.748, -0.315, 1.641], [1.892, -1.742, -2.293], [0.742, 6.233, -2.158], [-2.236, -1.919, 3.889], [0.165, 5.011, -3.199], [-1.829, -0.571, -1.008], [-0.731, 2.362, -2.029], [-0.003, -1.964, 4.270], [-0.623, -2.790, 2.652], [0.519, 0.391, -2.461], [-1.608, 0.631, 4.391], [-0.748, 1.066, -1.834], [-1.192, 0.301, -0.682], [-3.156, -0.620, 5.396], [-1.884, 1.160, -0.402], [0.494, 0.227, 4.672], [0.306, -3.339, -1.493], [-0.016, 2.568, -2.984]],
  "mulliken_charge": [0.66, -0.72, 0.42, -0.46, 0.89, 0.94, 0.28, 0.20, -1.35, 0.07, 0.00, 0.28, -1.05, 0.59, -0.64, 0.19, -0.24, 0.33, 0.28, 0.17, 0.49, 0.14, 0.43, -0.66, 0.47, -0.79, -0.04, -0.27, 0.34, -1.18, 0.25, 0.23, -1.03, 0.61, 0.26, 0.47, -0.46, 0.31, -1.59, 0.25, 0.69, 0.35, -0.50, 0.37]
}

---

No. 5
{
  "formula": "C14H22N4OS2",
  "method": "ωB97M-V/def2-TZVPD",
  "e_homo_ha": -0.2827,
  "homo_lumo_gap_ev": 6.8,
  "e_above_lowest_kj_mol": 1219.1,
  "symbols": ["H", "H", "H", "O", "N", "N", "C", "H", "H", "H", "H", "C", "H", "H", "S", "H", "C", "H", "C", "H", "C", "H", "H", "C", "H", "N", "C", "H", "H", "C", "H", "H", "C", "C", "S", "H", "H", "C", "N", "H", "C", "C", "C"],
  "coordinates": [[-2.990, -1.376, -2.549], [0.070, 0.799, 2.398], [-1.066, 2.522, -3.339], [-0.447, -0.197, -0.354], [-2.502, -0.040, 0.950], [-1.711, 0.133, 2.910], [-3.368, -1.735, -1.763], [1.664, -1.566, -0.027], [-1.850, 0.107, 3.938], [2.357, 1.997, -3.257], [3.080, -2.330, 0.509], [-2.976, 0.175, 2.059], [1.869, 0.591, 0.886], [2.352, -1.806, 2.934], [-4.404, 0.262, 2.637], [0.015, -1.724, 3.455], [0.479, 2.566, -2.064], [1.030, 3.214, -1.260], [2.413, -0.305, 1.327], [-4.199, 0.552, 0.124], [1.321, 1.473, -2.713], [3.473, 0.058, 1.547], [4.466, -0.715, -0.824], [3.028, 0.090, -1.945], [0.992, 1.151, -3.566], [1.798, 0.507, -1.941], [0.470, -1.377, 2.432], [-3.687, -3.179, -2.019], [-2.774, 0.683, -1.155], [-0.557, -0.146, 2.092], [1.927, -0.296, 3.341], [-0.987, 3.890, -1.817], [1.965, -0.946, 2.739], [-3.680, -1.320, -0.563], [4.361, 0.680, -2.666], [-4.370, -1.818, -0.050], [1.167, 0.354, -1.255], [-0.656, 2.995, -2.386], [3.453, -0.723, -0.946], [0.107, -2.036, 1.458], [-3.195, 0.193, -0.225], [2.609, -1.423, 0.151], [-1.048, 0.067, 0.799]],
  "mulliken_charge": [0.53, 0.13, 0.25, -0.71, 0.47, -0.27, -0.91, 0.46, 0.27, 0.34, 0.42, 0.10, 0.19, 0.49, -0.41, 0.34, -0.01, 0.18, -0.03, 0.33, -1.04, 0.41, 0.23, 0.60, 0.66, 0.18, -0.30, 0.14, 0.33, 0.32, 0.81, 0.27, -1.86, -0.26, -0.55, 0.51, -0.03, -0.74, -0.20, 0.28, -0.78, -1.05, -0.10]
}

---

Repeat the fourth record exactly.
{
  "formula": "C14H22N4O3S",
  "method": "ωB97M-V/def2-TZVPD",
  "e_homo_ha": -0.3297,
  "homo_lumo_gap_ev": 9.1,
  "smiles": "COCCN(CC(=O)NC1CCCCC1)C(=O)c1csnn1",
  "e_above_lowest_kj_mol": 1553.1,
  "symbols": ["H", "C", "H", "O", "C", "H", "H", "C", "C", "C", "N", "H", "C", "H", "O", "H", "N", "H", "H", "H", "H", "S", "H", "O", "C", "C", "H", "C", "H", "C", "H", "H", "C", "H", "H", "C", "C", "N", "C", "H", "H", "H", "N", "H"],
  "coordinates": [[-2.656, -1.458, 3.181], [-0.071, 0.582, 3.768], [-1.710, 2.592, -2.085], [-0.165, 4.525, -1.007], [-0.264, 0.285, 0.550], [-1.568, -0.810, 5.801], [-2.363, 0.955, 3.628], [0.034, 3.039, -0.904], [-1.926, -0.595, 5.022], [-0.222, -0.523, 2.757], [-0.938, -0.356, 1.663], [-1.766, 1.650, 5.144], [-0.672, -1.890, 3.497], [0.732, -0.665, 2.492], [1.011, 0.305, 0.340], [1.302, 2.841, -1.182], [-0.249, -2.091, -1.785], [1.685, 4.962, -2.271], [0.021, 1.624, 3.349], [-0.170, 2.997, 0.122], [-2.284, -2.626, 4.542], [1.816, -3.304, -1.669], [2.714, -1.112, -2.520], [1.331, 0.992, -3.284], [0.612, -1.169, -2.150], [0.639, 5.152, -2.147], [-1.748, -0.315, 1.641], [1.892, -1.742, -2.293], [0.742, 6.233, -2.158], [-2.236, -1.919, 3.889], [0.165, 5.011, -3.199], [-1.829, -0.571, -1.008], [-0.731, 2.362, -2.029], [-0.003, -1.964, 4.270], [-0.623, -2.790, 2.652], [0.519, 0.391, -2.461], [-1.608, 0.631, 4.391], [-0.748, 1.066, -1.834], [-1.192, 0.301, -0.682], [-3.156, -0.620, 5.396], [-1.884, 1.160, -0.402], [0.494, 0.227, 4.672], [0.306, -3.339, -1.493], [-0.016, 2.568, -2.984]],
  "mulliken_charge": [0.66, -0.72, 0.42, -0.46, 0.89, 0.94, 0.28, 0.20, -1.35, 0.07, 0.00, 0.28, -1.05, 0.59, -0.64, 0.19, -0.24, 0.33, 0.28, 0.17, 0.49, 0.14, 0.43, -0.66, 0.47, -0.79, -0.04, -0.27, 0.34, -1.18, 0.25, 0.23, -1.03, 0.61, 0.26, 0.47, -0.46, 0.31, -1.59, 0.25, 0.69, 0.35, -0.50, 0.37]
}